(1)
{"formula": "C3H14NO4", "method": "ωB97M-V/def2-TZVPD", "species": ["C", "N", "C", "O", "C", "H", "H", "H", "H", "H", "H", "H", "H", "H", "H", "O", "H", "H", "O", "H", "H", "O"], "positions_angstrom": [[0.661462, -1.693526, 0.098263], [-0.645179, -1.201809, -0.289059], [-0.877778, 0.040644, 0.682043], [-0.203261, 1.179760, 0.380977], [1.820375, -1.453658, -0.933055], [0.507506, -2.781454, 0.360237], [1.021863, -1.176435, 1.076601], [-0.613057, -0.656050, -1.139575], [-1.951551, 0.315687, 0.828116], [-0.468662, -0.249725, 1.680836], [1.757471, -2.213630, -1.666999], [1.761224, -0.548852, -1.375655], [2.836811, -1.465364, -0.477655], [-3.165000, -0.557152, 0.127263], [-2.637985, -1.684508, -0.581851], [-3.435567, -1.225529, -0.473787], [-0.867830, 2.526187, 0.076209], [0.014570, 3.825285, 0.126516], [-0.969507, 3.537329, 0.296503], [2.154633, 1.937759, -0.307671], [1.177879, 1.493825, 0.840406], [2.121573, 2.051207, 0.671346]], "forces_ev_per_a": [[2.570, -0.535, 1.333], [0.101, 3.718, 2.114], [-1.526, -0.245, 2.014], [-0.402, -2.167, -1.443], [0.046, -2.768, 2.696], [0.525, 1.004, -0.407], [-0.706, -1.097, -1.649], [0.213, -0.467, -0.982], [0.735, -0.529, -0.476], [-0.625, -0.336, -0.622], [0.179, -0.705, -0.967], [-0.568, 3.130, -1.457], [-0.853, -0.337, -0.019], [-0.265, 0.897, 0.724], [1.735, -1.383, -0.406], [-2.164, 0.207, -0.513], [-0.530, 2.976, 0.608], [-2.765, -0.614, 0.654], [2.950, -1.243, -1.220], [0.240, 0.276, 0.999], [3.834, 2.232, -0.592], [-2.724, -2.014, -0.387]], "nbo_charge": [-0.25, -0.53, 0.03, -0.38, -0.62, 0.22, 0.20, 0.38, 0.16, 0.21, 0.21, 0.20, 0.23, 0.45, 0.47, -0.92, 0.47, 0.47, -0.95, 0.45, 0.47, -0.98], "homo_lumo_gap_ha": [0.414, 0.226], "homo_ev": [-10.802, -10.505], "multiplicity": 2, "lumo_energy_ha": [0.0172, -0.1600]}


(2)
{"formula": "C27H32N2O8", "method": "ωB97M-V/def2-TZVPD", "species": ["C", "H", "H", "H", "C", "C", "H", "H", "H", "H", "C", "N", "C", "O", "C", "C", "C", "C", "C", "C", "C", "O", "H", "H", "H", "H", "H", "C", "O", "N", "C", "C", "C", "C", "C", "C", "H", "O", "C", "C", "H", "O", "C", "H", "C", "O", "C", "C", "O", "C", "H", "C", "H", "H", "O", "H", "H", "H", "H", "H", "H", "H", "H", "H", "H", "H", "H", "H", "H"], "positions_angstrom": [[3.635714, 3.702710, 1.394708], [2.548789, 3.695860, 1.413595], [3.992424, 4.157891, 2.315366], [3.957962, 4.316932, 0.557102], [4.191757, 2.287844, 1.259159], [5.719346, 2.310445, 1.271672], [6.099140, 2.851727, 0.407606], [6.130027, 1.302335, 1.255013], [6.076538, 2.803710, 2.172281], [3.843389, 1.686443, 2.104835], [3.681005, 1.661798, -0.052731], [4.220459, 0.327880, -0.267943], [4.140133, -0.750289, 0.589819], [3.536876, -0.777260, 1.641657], [4.923166, -1.836576, -0.039392], [5.166750, -3.127644, 0.379645], [5.950737, -3.933064, -0.441320], [6.465890, -3.454324, -1.635931], [6.218409, -2.150699, -2.057393], [5.441949, -1.353763, -1.243156], [5.012099, 0.055108, -1.391440], [5.271842, 0.848115, -2.255139], [6.615957, -1.771342, -2.985511], [7.070635, -4.103833, -2.250680], [6.161267, -4.948646, -0.141620], [4.762899, -3.492898, 1.310889], [4.047511, 2.256874, -0.899352], [2.140310, 1.699780, -0.146355], [1.592978, 2.365902, -0.999405], [1.521724, 0.967127, 0.803742], [0.148454, 0.802431, 1.021939], [-0.249436, -0.116894, 1.981885], [-1.595508, -0.323097, 2.229780], [-2.563918, 0.384849, 1.535617], [-2.159477, 1.343610, 0.582243], [-0.811962, 1.532990, 0.328666], [-0.477651, 2.242294, -0.407657], [-3.166478, 2.059428, 0.004902], [-2.986255, 2.599956, -1.289040], [-3.239393, 1.554780, -2.393342], [-2.667184, 1.815027, -3.286287], [-4.584828, 1.540473, -2.813412], [-5.497968, 1.002624, -1.879813], [-6.437937, 1.538903, -2.042580], [-5.761704, -0.492751, -2.091807], [-4.743404, -1.278434, -1.500361], [-5.155210, -2.590607, -1.185928], [-5.882411, -2.678528, 0.172022], [-5.049420, -3.082789, 1.236458], [-3.973359, -2.219518, 1.529975], [-3.466682, -1.904502, 0.609826], [-4.383125, -0.946335, 2.305470], [-4.058583, -1.001088, 3.351915], [-5.471360, -0.847833, 2.298641], [-3.914370, 0.233893, 1.694249], [-3.285828, -2.831829, 2.117842], [-6.344489, -1.705203, 0.387669], [-6.663291, -3.441074, 0.136366], [-5.802731, -2.982850, -1.980122], [-4.249854, -3.202761, -1.148832], [-6.734415, -0.735696, -1.645158], [-5.809583, -0.703978, -3.170204], [-5.158379, 1.167093, -0.852932], [-2.929445, 0.563949, -2.037693], [-3.735164, 3.392046, -1.376343], [-1.994847, 3.042999, -1.408729], [-1.879850, -1.052400, 2.970438], [0.490941, -0.681871, 2.528034], [2.108434, 0.404573, 1.416579]], "forces_ev_per_a": [[-0.018, -0.261, 0.019], [-0.123, 0.095, 0.019], [0.015, 0.060, 0.072], [0.026, 0.121, -0.107], [0.146, 0.107, -0.067], [-0.252, -0.135, 0.050], [0.078, 0.078, -0.105], [0.115, -0.057, 0.004], [0.072, 0.033, 0.073], [0.007, 0.044, -0.078], [-0.158, 0.340, 0.210], [-0.205, 0.267, -0.035], [-0.075, 0.003, 0.161], [0.122, -0.134, 0.057], [0.394, -0.172, -0.563], [-0.061, 0.160, 0.008], [-0.061, -0.006, 0.111], [0.024, 0.083, -0.097], [-0.080, 0.129, 0.055], [0.010, -0.581, 0.398], [0.090, 0.117, -0.227], [0.031, -0.106, 0.003], [0.043, 0.040, -0.096], [0.045, -0.056, -0.045], [0.020, -0.080, 0.016], [-0.043, -0.038, 0.092], [-0.159, -0.131, 0.195], [0.543, -0.140, -0.045], [-0.145, 0.220, -0.186], [0.077, -0.218, 0.357], [-0.444, -0.084, 0.069], [0.150, 0.129, -0.162], [-0.271, 0.106, -0.060], [-0.079, 0.144, -0.199], [-0.154, -0.279, 0.286], [-0.143, 0.182, -0.193], [-0.023, 0.029, -0.013], [0.073, -0.148, 0.418], [0.084, -0.141, -0.592], [0.192, 0.282, 0.292], [0.042, -0.033, 0.100], [-0.095, -0.034, -0.173], [-0.229, -0.475, -0.041], [0.034, -0.076, 0.073], [-0.008, 0.419, -0.005], [0.232, 0.241, 0.052], [-0.174, -0.105, 0.235], [0.094, -0.016, -0.314], [-0.079, -0.123, 0.177], [0.153, 0.144, 0.051], [0.042, -0.016, 0.097], [-0.067, -0.440, -0.003], [-0.039, 0.027, -0.063], [0.121, -0.076, 0.042], [0.214, 0.364, -0.149], [0.008, 0.105, -0.084], [-0.047, -0.050, -0.054], [-0.006, 0.113, -0.035], [0.041, -0.015, 0.021], [-0.126, -0.040, 0.002], [0.002, 0.023, -0.002], [-0.076, 0.025, 0.096], [-0.112, -0.015, -0.004], [0.076, 0.072, -0.046], [0.141, -0.063, -0.043], [-0.058, 0.021, 0.042], [-0.078, -0.093, 0.077], [0.095, -0.080, 0.063], [0.034, 0.195, -0.206]], "nbo_charge": [-0.61, 0.22, 0.21, 0.21, -0.22, -0.61, 0.21, 0.20, 0.22, 0.21, -0.14, -0.47, 0.69, -0.59, -0.06, -0.19, -0.19, -0.19, -0.15, -0.14, 0.69, -0.53, 0.24, 0.22, 0.22, 0.24, 0.26, 0.68, -0.61, -0.65, 0.22, -0.26, -0.28, 0.22, 0.35, -0.36, 0.26, -0.51, -0.10, -0.10, 0.19, -0.54, -0.10, 0.19, -0.09, -0.55, -0.10, -0.10, -0.53, -0.11, 0.19, -0.10, 0.17, 0.20, -0.49, 0.19, 0.17, 0.19, 0.18, 0.20, 0.16, 0.18, 0.21, 0.19, 0.20, 0.18, 0.22, 0.21, 0.43], "smiles": "CC(C)[C@H](C(=O)Nc1ccc2c(c1)OCCOCCOCCOCCO2)N1C(=O)c2ccccc2C1=O", "homo_lumo_gap_ha": 0.253, "homo_ev": -7.618, "lumo_energy_ha": -0.0273}


(3)
{"formula": "C6H10", "method": "ωB97M-V/def2-TZVPD", "species": ["C", "C", "C", "C", "C", "C", "H", "H", "H", "H", "H", "H", "H", "H", "H", "H"], "positions_angstrom": [[3.023073, 0.610248, -0.339652], [1.659833, 0.242392, 0.047430], [0.528858, -0.075407, 0.322723], [-0.870937, -0.521380, 0.441456], [-1.349715, -0.911012, -0.963645], [-1.787085, 0.538749, 1.064984], [3.673673, 0.727329, 0.532118], [3.457969, -0.160269, -0.985768], [3.024792, 1.552587, -0.897511], [-0.898737, -1.414903, 1.080549], [-1.292866, -0.039179, -1.624549], [-2.384319, -1.269868, -0.948510], [-0.710461, -1.693632, -1.382872], [-1.745325, 1.472085, 0.492963], [-2.824316, 0.182966, 1.061258], [-1.504443, 0.759296, 2.099031]], "forces_ev_per_a": [[0.067, 0.029, -0.013], [-0.488, -0.125, 0.130], [0.453, 0.095, -0.159], [0.020, -0.026, 0.016], [-0.054, -0.031, -0.105], [-0.024, 0.060, 0.031], [-0.104, -0.009, -0.099], [-0.069, 0.112, 0.117], [0.006, -0.127, 0.108], [0.038, 0.130, -0.095], [-0.040, -0.131, 0.073], [0.124, 0.041, 0.044], [-0.115, 0.104, 0.042], [0.011, -0.140, 0.062], [0.175, 0.047, 0.014], [0.001, -0.028, -0.165]], "nbo_charge": [-0.68, -0.01, -0.03, -0.28, -0.59, -0.59, 0.23, 0.23, 0.23, 0.22, 0.21, 0.20, 0.21, 0.21, 0.21, 0.21], "smiles": "CC#CC(C)C", "homo_lumo_gap_ha": 0.383, "homo_ev": -9.364, "lumo_energy_ha": 0.0391}


One value per record, in order, for ΔE to the lowest compared entry with this formula, charge and spin: 239.0, 27.0, 116.9 kJ/mol.